1.
Here is C2H5NO2 in the gas phase from OMol25. Energies are from the ωB97M-V functional and the def2-TZVPD basis.

The total energy is -284.31461 Ha. Its energy above the lowest of the compared OMol25 structures with the same formula, charge and spin is 401.1 kJ/mol. Its molecular weight is 75.067 g/mol. As for the net charge: 0. The value obtained for the orbital gap is 10.19 eV.

Cartesian coordinates (Å):
O 0.741469 -0.016434 1.914516
O -0.828172 0.578153 -1.711349
N 0.438391 0.159097 -1.622394
C -0.198375 0.009985 0.740265
C 0.755395 -0.092063 -0.385505
H -0.751135 0.983217 0.633223
H -0.793619 -0.952789 0.705907
H -0.060822 -0.576926 2.583265
H -0.999343 0.517726 -2.643481
H 1.696211 -0.609966 -0.214447

Force components x, y, z for each atom (eV/Å):
-6.2 -2.9 2.4
-1.8 0.6 0.1
2.6 -1.3 2.3
1.7 0.1 0.2
-0.5 -0.2 -2.8
0.1 -1.2 0.6
0.0 1.4 0.2
4.4 2.8 -2.3
-0.3 0.3 -0.7
0.1 0.5 -0.1

***

2.
Here is C2H5NO2 in the gas phase from OMol25. Energies are from the ωB97M-V functional and the def2-TZVPD basis.

The total energy is -284.43334 Ha. Its energy above the lowest of the compared OMol25 structures with the same formula, charge and spin is 89.3 kJ/mol. Its molecular weight is 75.067 g/mol. As for the net charge: 0. The value obtained for the orbital gap is 10.55 eV.

Cartesian coordinates (Å):
O -0.029374 0.486424 1.751571
O 0.122316 0.452461 -1.795372
N 0.062484 -1.465181 0.632272
C -0.183066 0.899405 -0.504299
C -0.131529 -0.087493 0.682459
H 1.077947 0.517975 -1.908580
H -0.640545 -2.098679 0.271915
H 0.375037 -1.748128 1.555830
H -1.175157 1.365281 -0.529461
H 0.515361 1.678001 -0.159591

Force components x, y, z for each atom (eV/Å):
-0.1 -0.3 0.1
0.2 -0.2 -0.1
0.0 0.2 0.0
-0.2 -0.1 0.2
0.5 0.7 0.6
-0.2 -0.2 -0.1
0.2 0.4 -0.5
-0.3 -0.1 -0.1
0.1 -0.2 0.1
-0.3 -0.2 -0.2

***

3.
Here is C2H5NO2 in the gas phase from OMol25. Energies are from the ωB97M-V functional and the def2-TZVPD basis.

The total energy is -284.44216 Ha. Its energy above the lowest of the compared OMol25 structures with the same formula, charge and spin is 66.2 kJ/mol. Its molecular weight is 75.067 g/mol. As for the net charge: 0. The value obtained for the orbital gap is 10.38 eV.

Cartesian coordinates (Å):
O -0.997189 1.371127 -0.190412
O 0.406848 -1.957977 0.337681
N 1.428574 0.070104 0.111264
C 0.358183 -0.760790 0.126023
C -1.029251 -0.031634 -0.259862
H 2.358742 -0.314750 0.182810
H -0.804151 1.370036 0.807760
H -1.198115 -0.279027 -1.303528
H 1.297018 1.021743 -0.194014
H -1.808054 -0.507959 0.353217

Force components x, y, z for each atom (eV/Å):
0.7 -0.5 3.4
-0.1 0.7 0.0
-0.1 0.1 0.1
-1.2 0.2 -0.6
1.2 -1.8 -0.6
-0.2 0.0 0.0
-0.5 1.5 -2.0
-0.1 -0.3 -0.1
0.1 -0.1 0.0
0.1 0.2 -0.1

***

4.
Here is C2H5NO2 in the gas phase from OMol25. Energies are from the ωB97M-V functional and the def2-TZVPD basis.

The total energy is -284.31104 Ha. Its energy above the lowest of the compared OMol25 structures with the same formula, charge and spin is 410.4 kJ/mol. Its molecular weight is 75.067 g/mol. As for the net charge: 0. The value obtained for the orbital gap is 10.73 eV.

Cartesian coordinates (Å):
O 0.510116 -0.632461 -1.361404
O -1.032062 0.317974 1.322503
N 0.178357 -1.222551 0.068028
C 0.067809 0.632703 -0.866335
C 0.145903 0.096859 0.595692
H 0.753922 1.434205 -1.097187
H -1.548778 -0.313009 0.763602
H 1.029255 0.601245 1.201803
H -0.928830 0.876357 -1.145901
H 0.824307 -1.791321 0.519199

Force components x, y, z for each atom (eV/Å):
0.2 -1.8 2.0
-0.1 -1.3 -0.7
-1.4 1.5 -2.4
1.2 -0.2 1.6
0.7 4.0 0.2
0.2 0.2 -0.3
-0.7 0.7 1.2
-1.5 -1.6 -1.1
-0.9 0.1 -0.4
2.2 -1.5 -0.1

***

5.
Here is C2H5NO2S in the gas phase from OMol25. Energies are from the ωB97M-V functional and the def2-TZVPD basis.

The total energy is -682.48466 Ha. Its energy above the lowest of the compared OMol25 structures with the same formula, charge and spin is 406.8 kJ/mol. Its molecular weight is 107.134 g/mol. As for the net charge: 0. The value obtained for the orbital gap is 9.08 eV.

Cartesian coordinates (Å):
S 1.870298 -1.822231 0.354333
O 0.759641 0.578711 0.884759
O -0.716048 -1.848445 -1.155489
N -0.564323 -0.804974 -0.372535
C -0.169859 1.599327 0.578099
C 0.574772 -0.620495 0.392938
H 0.303048 -2.155881 -1.476550
H -0.541020 1.340443 -0.571704
H -1.048653 0.024871 -0.832175
H -0.990177 1.284444 1.371059
H 0.522322 2.424229 0.827264

Force components x, y, z for each atom (eV/Å):
-2.3 1.8 0.2
1.1 -1.4 0.0
3.1 -3.3 -2.4
0.2 3.2 1.3
-1.4 -2.2 0.1
1.2 -2.2 -2.3
-3.1 1.0 1.4
1.1 2.4 3.0
0.9 -1.7 1.2
0.8 1.9 -1.9
-1.6 0.5 -0.6

***

6.
Here is C2H5NO2S in the gas phase from OMol25. Energies are from the ωB97M-V functional and the def2-TZVPD basis.

The total energy is -682.51007 Ha. Its energy above the lowest of the compared OMol25 structures with the same formula, charge and spin is 340.0 kJ/mol. Its molecular weight is 107.134 g/mol. As for the net charge: 0. The value obtained for the orbital gap is 9.92 eV.

Cartesian coordinates (Å):
S 0.999272 1.224631 1.212228
O -1.938451 2.217574 1.440400
O -2.122738 0.109541 1.836753
N -1.618787 1.035335 1.244010
C -0.420666 0.735526 0.296338
C -0.471633 -0.809009 0.151106
H 0.328917 2.273312 1.652140
H 0.282517 -1.159333 -0.445149
H -1.363484 -1.092612 -0.364937
H -0.498586 -1.260552 1.147755
H -0.706727 1.381015 -0.492970

Force components x, y, z for each atom (eV/Å):
1.0 0.1 0.1
0.6 -1.3 -0.8
-0.2 0.3 -0.2
-0.6 0.9 1.5
-1.8 -2.0 1.6
-1.4 1.7 0.8
0.2 0.8 0.3
2.3 -0.8 -1.2
-0.8 -0.1 -0.2
0.3 0.1 -0.4
0.3 0.2 -1.3

***

7.
Here is C2H5NO2S in the gas phase from OMol25. Energies are from the ωB97M-V functional and the def2-TZVPD basis.

The total energy is -682.54549 Ha. Its energy above the lowest of the compared OMol25 structures with the same formula, charge and spin is 247.0 kJ/mol. Its molecular weight is 107.134 g/mol. As for the net charge: 0. The value obtained for the orbital gap is 11.00 eV.

Cartesian coordinates (Å):
S 2.891013 -0.005709 0.232644
O 3.659825 1.016402 -0.462818
O 2.817410 -1.328387 -0.246393
N 1.175734 0.643240 0.422407
C 0.350530 -0.047582 -0.199284
C -1.067383 0.154367 -0.192850
H 3.513689 0.027962 1.531894
H -1.623377 1.118222 0.158529
H 0.569788 -1.040218 -0.615534
H -1.468053 -0.046709 -1.237287
H -1.375316 -0.670755 0.533780

Force components x, y, z for each atom (eV/Å):
0.2 3.6 0.7
-1.1 -1.1 0.6
0.0 -1.7 -0.4
3.5 0.7 0.8
0.4 -1.4 -0.1
-4.0 0.7 0.0
-1.5 -0.2 -1.2
1.8 -1.5 -0.4
0.6 0.3 -0.3
0.3 -0.2 1.4
-0.2 0.8 -1.2

***

8.
Here is a 2-piece molecular cluster, C2H5NO2S overall from OMol25. Energies are from the ωB97M-V functional and the def2-TZVPD basis.

The total energy is -682.40196 Ha. Its energy above the lowest of the compared OMol25 structures with the same formula, charge and spin is 623.9 kJ/mol. Its molecular weight is 107.134 g/mol. As for the net charge: 0. The value obtained for the orbital gap (spin up / spin down) is 9.23 / 7.58 eV.

Cartesian coordinates (Å):
S -2.366926 0.138106 -0.030699
O -2.093697 1.315140 -0.761750
O -3.595245 -0.065234 0.677173
N -1.050253 -0.607470 0.675057
C -1.451407 -1.264803 -0.562234
C 0.657097 1.083533 0.748309
H -1.674259 -2.360323 -0.639173
H 0.991174 0.730037 -0.260962
H -0.869532 -1.090473 -1.485740
H 0.271666 2.132374 0.828419
H 0.805912 0.443391 1.502239

Force components x, y, z for each atom (eV/Å):
0.8 -3.2 0.7
0.1 1.5 -0.7
0.0 0.3 0.0
0.3 2.0 1.2
-0.2 -0.7 -2.5
-1.7 1.1 -4.4
-0.2 0.9 1.0
-0.1 0.7 1.2
-0.1 0.5 0.4
0.3 -1.4 0.1
0.9 -1.7 3.0

***

Please write out number 5 again, unchanged.
Here is C2H5NO2S in the gas phase from OMol25. Energies are from the ωB97M-V functional and the def2-TZVPD basis.

The total energy is -682.48466 Ha. Its energy above the lowest of the compared OMol25 structures with the same formula, charge and spin is 406.8 kJ/mol. Its molecular weight is 107.134 g/mol. As for the net charge: 0. The value obtained for the orbital gap is 9.08 eV.

Cartesian coordinates (Å):
S 1.870298 -1.822231 0.354333
O 0.759641 0.578711 0.884759
O -0.716048 -1.848445 -1.155489
N -0.564323 -0.804974 -0.372535
C -0.169859 1.599327 0.578099
C 0.574772 -0.620495 0.392938
H 0.303048 -2.155881 -1.476550
H -0.541020 1.340443 -0.571704
H -1.048653 0.024871 -0.832175
H -0.990177 1.284444 1.371059
H 0.522322 2.424229 0.827264

Force components x, y, z for each atom (eV/Å):
-2.3 1.8 0.2
1.1 -1.4 0.0
3.1 -3.3 -2.4
0.2 3.2 1.3
-1.4 -2.2 0.1
1.2 -2.2 -2.3
-3.1 1.0 1.4
1.1 2.4 3.0
0.9 -1.7 1.2
0.8 1.9 -1.9
-1.6 0.5 -0.6